C30H29N3O4 | the ωB97M-V functional and the def2-TZVPD basis

Atoms and positions in Å:
C: 3.326 2.283 1.907
C: 2.446 1.075 1.986
C: 1.063 1.192 1.998
C: 0.269 0.061 2.008
C: 0.831 -1.204 2.011
C: 2.214 -1.331 2.034
C: 3.010 -0.192 2.017
H: 4.083 -0.312 2.023
O: 2.887 -2.537 2.090
C: 2.234 -3.664 1.545
C: 1.981 -3.429 0.053
O: 0.902 -3.581 -0.486
N: 3.086 -3.004 -0.585
H: 3.899 -2.777 -0.030
C: 3.071 -2.506 -1.950
C: 2.716 -1.005 -1.885
O: 3.527 -0.122 -2.031
N: 1.406 -0.814 -1.582
N: 0.930 0.427 -1.356
C: -0.276 0.548 -0.963
C: -0.923 1.799 -0.652
C: -2.285 1.736 -0.326
C: -2.993 2.902 0.011
C: -2.358 4.112 0.040
C: -0.988 4.224 -0.262
C: -0.338 5.475 -0.209
C: 0.993 5.583 -0.493
C: 1.722 4.437 -0.841
C: 1.119 3.210 -0.906
C: -0.255 3.060 -0.619
H: 1.686 2.336 -1.174
H: 2.775 4.527 -1.063
H: 1.488 6.542 -0.449
H: -0.918 6.345 0.064
H: -2.911 5.003 0.301
H: -4.043 2.850 0.248
O: -2.864 0.507 -0.357
C: -4.226 0.357 -0.013
C: -4.582 -1.105 -0.095
C: -4.010 -1.914 -1.067
C: -4.343 -3.254 -1.145
C: -5.262 -3.795 -0.261
C: -5.841 -2.991 0.706
C: -5.498 -1.653 0.793
H: -5.947 -1.030 1.554
H: -6.557 -3.407 1.399
H: -5.524 -4.840 -0.324
H: -3.886 -3.878 -1.899
H: -3.296 -1.489 -1.756
H: -4.858 0.926 -0.714
H: -4.412 0.730 1.004
H: -0.898 -0.344 -0.834
H: 0.796 -1.623 -1.419
C: 4.425 -2.720 -2.606
H: 5.171 -2.096 -2.120
H: 4.720 -3.764 -2.539
H: 4.374 -2.431 -3.652
H: 2.282 -3.051 -2.479
H: 1.292 -3.896 2.052
H: 2.925 -4.500 1.682
H: 0.186 -2.069 1.997
H: -0.807 0.157 2.008
H: 0.607 2.170 1.983
H: 3.809 2.316 0.931
H: 4.104 2.246 2.667
H: 2.747 3.194 2.032

Spin multiplicity = 1
Relative energy (zero: lowest compared OMol25 entry of this formula, charge and spin) = 100.4 kJ/mol
Total charge = 0
E_LUMO = 0.001 Ha
Molecular weight = 495.58 g mol⁻¹
Energy = -1625.83669 Eh
Frontier orbital gap = 7.687 eV
SMILES = Cc1cccc(OCC(=O)N[C@H](C)C(=O)N/N=C/c2c(OCc3ccccc3)ccc3ccccc23)c1